Record 1
The following is a DFT calculation (ωB97M-V with the def2-TZVPD basis set) of a cluster of 2 separate species, C5H6O2 in total.

Structure (XYZ):
```
13
Properties=species:S:1:pos:R:3:lowdin_charge:R:1
C 1.622 -0.903 0.061 0.006
C 0.342 -1.010 0.391 -0.096
C -0.958 -1.170 0.594 -0.183
C -1.973 -0.212 0.059 -0.104
H 2.116 -0.247 0.706 0.027
H 2.229 -1.343 -0.680 0.049
H -1.196 -1.981 1.273 0.099
H -2.950 -0.726 -0.042 0.081
H -1.489 0.133 -0.880 0.084
H -2.033 0.618 0.758 0.071
O 1.480 2.302 0.404 0.183
C 1.399 2.219 -0.757 -0.445
O 1.410 2.321 -1.888 0.229
```

Calculated total energy   -344.5531 Eh
Net charge   0
SMILES string   C=C=CC.O=C=O
F_max   0.064 Eh/bohr
Relative energy (zero: lowest compared OMol25 entry of this formula, charge and spin)   1.327 eV
HOMO   -9.42 eV

Record 2
The following is a DFT calculation (ωB97M-V with the def2-TZVPD basis set) of a structure of composition C8H23O6Ti.

Structure (XYZ):
```
38
Properties=species:S:1:pos:R:3:lowdin_charge:R:1
Ti -0.013 -0.595 -0.073 0.739
C 1.873 1.333 -3.393 -0.011
C 1.404 0.640 -2.142 -0.720
O 1.542 -0.603 -2.070 -0.063
O 0.819 1.314 -1.237 -0.129
H 1.206 1.203 -4.246 0.079
H 2.842 0.949 -3.716 0.079
H 1.983 2.413 -3.269 0.076
C 2.376 3.380 1.276 -0.165
O 2.271 1.993 0.986 -0.158
H 2.996 3.854 0.504 0.074
H 1.403 3.877 1.204 0.076
H 2.829 3.501 2.254 0.071
H 1.752 1.889 0.164 0.020
C 0.734 -3.674 0.308 -0.132
O 0.916 -2.518 1.123 -0.180
H 0.006 -3.426 -0.464 0.065
H 1.657 -3.904 -0.234 0.093
H 0.399 -4.569 0.837 0.083
H 1.626 -2.696 1.744 0.096
C -3.253 -0.031 -1.885 -0.077
C -2.305 -1.224 -1.993 -0.302
O -1.936 -1.759 -0.720 -0.170
H -3.537 0.320 -2.878 0.079
H -2.781 0.785 -1.338 0.070
H -4.188 -0.350 -1.414 0.073
H -1.390 -0.920 -2.500 0.105
H -2.807 -1.990 -2.595 0.116
H -2.688 -2.270 -0.396 0.106
C 0.333 0.426 3.269 -0.075
C -1.142 0.219 2.979 -0.291
O -1.394 0.539 1.597 -0.144
H 0.552 0.197 4.314 0.081
H 0.591 1.469 3.109 0.074
H 0.887 -0.245 2.614 0.050
H -1.756 0.843 3.639 0.113
H -1.459 -0.815 3.171 0.113
H -2.346 0.449 1.470 0.090
```

Calculated total energy   -1619.4284 Eh
Net charge   0
Spin multiplicity   4
Expectation value of S²   3.752
F_max   0.026 Eh/bohr
HOMO (spin up / spin down)   -4.01 / -9.03 eV

Record 3
The following is a DFT calculation (ωB97M-V with the def2-TZVPD basis set) of a structure of composition C7H10N2O3.

Structure (XYZ):
```
22
Properties=species:S:1:pos:R:3:lowdin_charge:R:1
C -1.744 0.442 1.578 -0.059
C -1.558 0.635 0.060 -0.318
C -0.106 0.997 -0.258 -0.159
C 0.952 -0.064 -0.203 -0.193
C 2.399 0.097 0.094 0.001
C 2.876 -1.260 0.104 -0.112
C 1.862 -2.268 -0.140 -0.021
H -2.908 -0.053 1.603 0.148
H -1.380 1.435 2.176 0.138
H -1.051 -0.396 1.759 0.053
H -1.819 1.654 -0.123 0.097
H -3.518 0.078 -0.903 0.111
H -1.881 -1.982 -1.539 0.245
H 1.801 3.118 -1.005 0.063
H 2.935 1.092 0.006 0.110
H 3.908 -1.727 0.165 0.104
H 1.457 -3.472 -0.584 0.214
N -2.510 -0.104 -0.973 -0.096
N 0.341 2.238 -0.549 0.077
O -2.500 -1.442 -0.616 -0.212
O 1.751 2.364 -0.488 -0.087
O 0.693 -1.382 -0.166 -0.104
```

Calculated total energy   -607.6029 Eh
Net charge   0
F_max   0.130 Eh/bohr
Relative energy (zero: lowest compared OMol25 entry of this formula, charge and spin)   10.737 eV
HOMO   -8.28 eV

Record 4
The following is a DFT calculation (ωB97M-V with the def2-TZVPD basis set) of a cluster of 2 separate species, C4H13N2O2 in total.

Structure (XYZ):
```
21
Properties=species:S:1:pos:R:3:lowdin_charge:R:1
C 1.850 1.290 0.039 -0.052
C -1.461 -1.816 -0.743 -0.090
C 0.756 0.570 -0.725 -0.409
C -0.571 0.501 0.107 -0.307
N -1.298 1.632 0.190 0.133
N -0.159 -0.200 1.396 0.254
O -1.115 -2.508 0.365 -0.059
O 1.072 -0.746 -1.074 -0.034
H 1.493 1.895 0.920 0.099
H 2.393 1.907 -0.715 0.105
H 2.540 0.542 0.547 0.111
H -0.748 -1.878 -1.565 0.079
H -2.511 -1.570 -0.849 0.083
H 0.491 1.329 -1.575 0.175
H -1.479 2.431 -0.446 0.146
H -2.120 1.522 0.839 0.137
H 0.643 0.310 1.662 0.104
H -0.160 -1.165 1.047 0.110
H -0.861 0.006 2.122 0.181
H -0.540 -3.231 0.175 0.107
H 1.786 -0.822 -1.716 0.127
```

Calculated total energy   -419.7687 Eh
Net charge   +1
Spin multiplicity   3
Expectation value of S²   2.006
F_max   0.074 Eh/bohr
Relative energy (zero: lowest compared OMol25 entry of this formula, charge and spin)   0.000 eV
HOMO (spin up / spin down)   -10.09 / -14.70 eV

Record 5
The following is a DFT calculation (ωB97M-V with the def2-TZVPD basis set) of the ion C3H9O2S with charge +1.

Structure (XYZ):
```
15
Properties=species:S:1:pos:R:3:lowdin_charge:R:1
C -1.200 -1.616 0.561 0.022
C -0.526 1.627 -0.951 -0.048
C 1.752 -0.198 -0.095 -0.093
O -0.815 -0.261 1.023 -0.293
O 0.716 1.386 1.702 -0.232
S 0.314 0.733 0.518 0.864
H -0.537 -2.335 0.685 0.047
H -1.488 -1.578 -0.507 0.115
H -2.132 -1.806 0.995 0.095
H -1.142 2.553 -0.679 0.118
H -1.301 0.901 -1.040 0.030
H 0.107 1.763 -1.874 0.103
H 1.757 -1.145 0.461 0.082
H 2.533 0.401 0.379 0.079
H 1.963 -0.427 -1.177 0.112
```

Calculated total energy   -667.9962 Eh
Net charge   +1
F_max   0.111 Eh/bohr
Relative energy (zero: lowest compared OMol25 entry of this formula, charge and spin)   1.946 eV
HOMO   -16.61 eV

Record 6
The following is a DFT calculation (ωB97M-V with the def2-TZVPD basis set) of a structure of composition C38H41BrNO5P2ReSSe2.

Structure (XYZ):
```
92
Properties=species:S:1:pos:R:3:lowdin_charge:R:1
Re -0.466 -0.321 0.088 0.796
N 1.770 -1.184 -1.681 -0.360
P 0.780 0.201 -1.964 0.892
C 1.948 1.081 -3.030 -0.350
C 3.142 1.525 -2.465 -0.102
C 4.094 2.144 -3.257 -0.078
C 3.856 2.325 -4.616 -0.075
C 2.663 1.895 -5.175 -0.073
C 1.703 1.277 -4.382 -0.076
C -0.598 -0.432 -2.976 -0.362
C -0.546 -1.705 -3.555 -0.098
C -1.647 -2.220 -4.219 -0.071
C -2.812 -1.468 -4.319 -0.065
C -2.874 -0.205 -3.748 -0.058
C -1.780 0.311 -3.069 -0.093
P 1.425 -1.694 -0.107 0.762
C 1.430 -3.506 -0.179 -0.336
C 2.471 -4.285 0.315 -0.072
C 2.431 -5.667 0.177 -0.068
C 1.358 -6.274 -0.455 -0.071
C 0.309 -5.502 -0.944 -0.072
C 0.343 -4.127 -0.798 -0.111
C 2.877 -1.285 0.901 -0.363
C 2.753 -1.282 2.288 -0.096
C 3.827 -0.926 3.087 -0.071
C 5.034 -0.560 2.503 -0.073
C 5.163 -0.557 1.123 -0.071
C 4.087 -0.920 0.322 -0.098
H 2.284 -1.709 -2.376 0.085
H 3.324 1.387 -1.405 0.102
H 5.022 2.486 -2.818 0.109
H 4.605 2.799 -5.238 0.108
H 2.476 2.037 -6.232 0.109
H 0.770 0.946 -4.821 0.108
H 0.356 -2.299 -3.489 0.094
H -1.598 -3.208 -4.657 0.109
H -3.672 -1.872 -4.836 0.110
H -3.783 0.378 -3.818 0.111
H -1.835 1.284 -2.599 0.078
H 3.315 -3.818 0.807 0.103
H 3.243 -6.269 0.564 0.110
H 1.333 -7.350 -0.565 0.109
H -0.534 -5.975 -1.432 0.109
H -0.485 -3.529 -1.167 0.087
H 1.811 -1.563 2.748 0.092
H 3.725 -0.929 4.164 0.108
H 5.872 -0.278 3.126 0.108
H 6.102 -0.273 0.666 0.108
H 4.192 -0.920 -0.756 0.094
O -4.231 -3.134 2.984 -0.109
C -3.392 -3.250 4.120 -0.214
C -2.382 -2.108 4.178 -0.570
C -1.551 -2.318 5.462 -0.217
O -2.325 -2.369 6.642 -0.032
C -3.050 -0.726 4.237 -0.455
Se -3.612 -0.021 2.497 0.749
C -1.394 -2.131 3.017 -0.421
Se -2.218 -1.582 1.326 0.691
H -4.953 -3.764 3.068 0.103
H -2.834 -4.195 4.095 0.138
H -3.976 -3.231 5.043 0.132
H -0.788 -1.534 5.526 0.133
H -1.038 -3.280 5.400 0.137
H -2.626 -1.483 6.867 0.096
H -2.352 0.006 4.645 0.075
H -3.946 -0.758 4.857 0.082
H -0.967 -3.123 2.861 0.094
H -0.591 -1.413 3.185 0.063
Br -4.468 2.866 -0.045 0.824
C -3.104 3.773 0.902 -0.601
C -3.421 5.049 1.351 -0.123
C -2.485 5.793 2.050 -0.058
C -1.227 5.267 2.311 -0.058
C -0.920 3.996 1.869 -0.020
C -1.847 3.231 1.156 -0.191
C -1.414 1.885 0.738 -0.670
O -0.365 1.352 1.265 -0.158
O -1.984 1.185 -0.135 -0.237
H -4.405 5.449 1.153 0.101
H -2.747 6.785 2.395 0.113
H -0.494 5.842 2.860 0.111
H 0.050 3.559 2.065 0.125
C -1.558 4.874 -2.438 -0.233
S -0.098 4.217 -1.651 0.865
C 1.106 4.820 -2.826 -0.243
O -0.157 2.733 -1.868 -0.592
H -1.524 5.963 -2.417 0.065
H -2.416 4.523 -1.866 0.030
H -1.605 4.502 -3.462 0.067
H 1.098 5.910 -2.833 0.062
H 0.868 4.415 -3.810 0.062
H 2.081 4.458 -2.504 0.047
```

Calculated total energy   -10439.4565 Eh
Net charge   +1
Spin multiplicity   2
Expectation value of S²   0.759
F_max   0.025 Eh/bohr
HOMO (spin up / spin down)   -10.02 / -9.72 eV

Record 7
The following is a DFT calculation (ωB97M-V with the def2-TZVPD basis set) of a cluster of 2 separate species, C2H8 in total.

Structure (XYZ):
```
10
Properties=species:S:1:pos:R:3:lowdin_charge:R:1
C 4.811 -3.060 3.623 -0.081
H 5.158 -3.702 2.799 0.028
H 4.618 -3.677 4.513 0.040
H 3.884 -2.548 3.324 -0.025
H 5.583 -2.313 3.855 0.040
C 2.875 -1.077 4.307 -0.080
H 3.698 -1.725 4.642 -0.029
H 2.063 -1.697 3.899 0.038
H 3.240 -0.392 3.528 0.041
H 2.497 -0.494 5.160 0.028
```

Calculated total energy   -80.9593 Eh
Net charge   0
SMILES string   C.C
F_max   0.030 Eh/bohr
Relative energy (zero: lowest compared OMol25 entry of this formula, charge and spin)   0.620 eV
HOMO   -11.78 eV

Record 8
The following is a DFT calculation (ωB97M-V with the def2-TZVPD basis set) of a cluster of 3 separate species, H6O3 in total.

Structure (XYZ):
```
9
Properties=species:S:1:pos:R:3:lowdin_charge:R:1
O -0.771 -0.703 -1.593 -0.432
H -0.849 -1.010 -2.496 -0.082
H -1.672 -0.535 -1.317 -0.081
O 0.665 -0.734 0.772 -0.198
H 0.522 -0.794 -0.173 -0.034
H 0.527 -1.625 1.093 0.010
O 0.489 1.895 1.615 -0.152
H 0.296 1.054 1.201 -0.039
H 0.792 2.452 0.899 0.009
```

Calculated total energy   -229.2823 Eh
Net charge   -1
Spin multiplicity   2
Expectation value of S²   0.750
F_max   0.029 Eh/bohr
Relative energy (zero: lowest compared OMol25 entry of this formula, charge and spin)   0.073 eV
HOMO (spin up / spin down)   0.88 / -7.01 eV

Question: The lowest calculated total energy belongs to which entry?
Answer: C38H41BrNO5P2ReSSe2